1.
C32H34N4O4PtSe | ωB97M-V with the def2-TZVPD basis set

For the relative energy (zero: lowest compared OMol25 entry of this formula, charge and spin), the calculation gives 0.0000 eV. The calculation puts the frontier orbital gap (alpha / beta) at 6.303 / 5.487 eV. Its maximum force is 0.01493 Eh/bohr.

The geometry in ORCA input format:
```
! wB97M-V def2-TZVPD RIJCOSX def2/J DEFGRID3
* xyz 2 5
H -3.55 0.70 3.45
H -1.01 -5.63 5.82
C 0.24 -3.99 2.38
H -3.23 -1.36 4.67
C 0.82 0.76 2.22
C -1.37 -2.12 2.85
C 1.12 -4.16 -2.59
H 0.31 -5.54 3.81
H 2.30 -3.00 -1.27
C 1.74 3.99 -2.52
Pt 0.02 0.11 0.57
O 0.08 -2.18 0.94
H -2.73 -4.68 7.32
H 0.71 -2.56 -1.27
C 3.11 2.94 -0.77
C -2.74 -2.29 4.93
C -3.15 1.23 0.11
H -0.73 -3.46 -3.45
Se 0.24 2.46 -0.76
O -2.35 0.78 -0.87
N -2.10 -1.03 2.57
H 5.29 6.16 -2.79
O 0.09 -0.77 -1.42
H -5.76 3.24 0.83
H 2.71 -1.59 -3.02
H 6.26 4.71 -2.51
C -3.08 -2.96 6.09
H 5.18 3.42 -0.84
H 0.27 -4.39 -4.56
C 0.44 4.22 -3.23
H 2.78 1.11 0.28
H 1.68 1.59 4.01
C -0.33 -2.73 1.98
C -1.75 -2.80 4.07
C 1.65 -1.80 -2.89
H 1.77 -2.56 -4.93
C -2.46 -4.16 6.41
N 1.30 1.17 3.19
C 4.22 3.57 -1.30
H 0.08 3.30 -3.69
H 4.34 1.87 0.61
H 0.56 4.97 -4.02
H -0.34 4.58 -2.55
H 0.99 -4.42 1.73
C 1.85 3.17 -1.38
C -4.97 2.53 0.99
C -4.75 2.01 2.27
C -0.14 -4.59 3.52
H -3.84 -2.55 6.74
C 2.89 4.58 -3.02
O 1.12 0.51 -2.97
C -1.14 -4.03 4.41
C 0.30 -3.66 -3.76
C 0.92 -0.54 -2.39
C -4.18 2.14 -0.08
C 4.13 4.40 -2.42
C 3.28 2.06 0.43
C -1.49 -4.69 5.57
H 5.42 4.94 -4.05
H -2.62 2.05 -2.50
H 0.60 -4.83 -1.91
C -2.74 1.00 -2.23
C -3.75 1.09 2.47
H 0.32 -1.63 -4.60
H -3.76 0.68 -2.39
H -4.37 2.55 -1.06
H 2.82 5.21 -3.90
N -1.89 -0.24 1.58
H 2.86 2.53 1.32
H -2.05 0.40 -2.82
C -2.92 0.70 1.40
C 1.00 -2.36 -4.18
H 2.05 -4.63 -2.92
C 5.35 5.08 -2.97
H -5.37 2.33 3.10
N 1.48 -2.90 -1.87
*
```

---

2.
C32H34ReSb | ωB97M-V with the def2-TZVPD basis set

The calculation puts the frontier orbital gap (alpha / beta) at 7.243 / 6.538 eV. Its maximum force is 0.09392 Eh/bohr.

The geometry in ORCA input format:
```
! wB97M-V def2-TZVPD RIJCOSX def2/J DEFGRID3
* xyz 1 4
H 3.45 1.36 2.01
H -3.87 1.87 -1.40
H 0.18 3.36 -2.10
C -0.52 -1.63 2.03
C 1.96 3.44 4.26
C -2.29 -0.96 -0.89
H -2.71 -0.88 0.11
H -0.19 3.60 4.57
H -0.09 -2.04 -3.20
C -0.66 2.85 -1.64
H 3.62 -2.56 4.72
H -2.46 1.81 -4.43
C -0.70 2.35 -0.31
H 0.32 -3.40 1.09
C -1.96 2.68 -2.22
H -2.27 3.06 -3.19
H -2.38 -1.03 -4.24
H -0.28 3.37 -4.30
H 2.26 -0.75 3.78
H 4.56 -4.34 3.24
C 3.98 -3.52 2.82
C -2.20 -2.06 3.72
H 1.00 2.82 -5.39
H -0.32 -2.03 -0.55
C -2.92 -0.56 -2.12
Sb 0.88 -0.20 1.04
C 1.33 1.41 2.44
C -0.39 1.29 -4.87
C 2.56 -1.40 1.73
H 2.74 -2.42 -0.17
C 0.40 0.07 -5.04
C 2.66 1.82 2.60
C -0.90 -1.57 -2.64
H 0.73 -0.02 -6.10
H -2.24 0.36 -5.40
H 1.30 0.10 -4.42
H 4.02 3.10 3.68
H -0.74 1.88 2.89
C -0.38 -3.00 1.83
H 1.05 2.34 -3.70
H -3.90 -0.11 -2.25
C -2.09 -1.00 -3.19
C -2.03 -3.43 3.54
H 2.20 4.20 5.00
H -2.60 -4.13 4.15
C 0.37 2.52 -4.54
C -1.13 -3.92 2.59
H 4.02 -4.31 0.81
H -1.99 1.95 -6.12
C 2.98 2.82 3.53
H -2.38 1.40 0.86
C 0.31 2.10 3.10
C 0.62 3.09 4.03
C -2.82 2.12 -1.23
H 0.15 2.33 0.36
C -2.04 1.88 -0.05
C 3.72 -3.49 1.45
C 2.75 -1.46 3.11
C 3.01 -2.42 0.89
H -1.00 -4.99 2.43
H -2.90 -1.67 4.48
C 3.49 -2.52 3.64
C -1.82 1.35 -5.21
Re -1.25 0.76 -1.63
C -1.47 -1.15 2.94
H -0.12 -0.86 -4.81
H -1.62 -0.08 3.07
C -1.02 -1.54 -1.23
*
```

---

3.
C32H35AsKN7O7S2Se | ωB97M-V with the def2-TZVPD basis set

For the relative energy (zero: lowest compared OMol25 entry of this formula, charge and spin), the calculation gives 0.0000 eV. The calculation puts the frontier orbital gap at 6.444 eV. Its maximum force is 0.01130 Eh/bohr.

The geometry in ORCA input format:
```
! wB97M-V def2-TZVPD RIJCOSX def2/J DEFGRID3
* xyz -2 1
H 3.07 -0.03 4.15
C 4.79 3.56 -3.30
H 5.49 2.74 -3.42
C -4.07 -2.69 2.01
O 0.42 3.28 2.69
C -2.83 0.75 -0.96
H -2.94 -3.70 -1.01
H 1.46 1.91 4.49
H -5.36 -4.20 -1.32
C 2.53 -2.26 -0.56
N 2.74 -1.16 0.19
H 0.09 -3.55 3.85
C 5.04 -1.15 -0.49
H 1.65 4.62 -1.15
C -4.28 2.11 -2.39
C -1.71 -2.62 1.14
C -0.39 -0.17 -4.28
O -3.65 -2.16 3.17
C 3.56 -2.82 -1.33
N -0.92 -3.01 0.14
H 0.71 -1.25 -2.77
C 3.96 -0.64 0.21
K 0.44 0.55 0.29
H 6.01 -0.67 -0.44
C 4.82 -2.26 -1.29
H 4.86 4.05 -0.18
H 1.54 0.80 5.90
H 4.07 0.26 0.82
S 2.63 1.24 -2.62
C -3.15 0.52 1.28
N -0.93 -0.35 -1.95
O -0.82 2.81 0.35
N -5.30 2.89 -2.67
C 1.17 -3.68 3.73
C -3.16 -2.97 0.96
C -1.99 0.43 -2.14
O 0.58 5.10 0.65
H 1.32 -2.01 2.40
H 5.31 4.47 -2.99
H -6.10 -2.75 2.66
H -6.94 -3.73 0.54
C 2.34 4.63 -1.99
H -2.65 -2.04 3.03
O -1.38 -1.99 2.18
H -1.72 1.03 -5.47
N -3.92 2.34 -4.65
H 1.59 -4.05 4.67
C -3.65 -3.51 -0.22
H -4.80 1.56 2.19
C -0.16 -0.63 -2.98
H 3.00 5.50 -1.92
C 1.98 -0.11 4.00
N 0.29 -2.43 0.23
H 1.34 -4.42 2.95
H 4.29 3.74 -4.26
H 5.37 2.37 -0.55
H 3.35 -3.69 -1.94
H 3.86 2.70 0.41
C 1.78 -2.36 3.33
C -4.67 1.89 0.07
H -5.53 2.54 0.00
C -5.00 -3.79 -0.39
H 1.02 -3.72 -1.23
C -1.49 0.62 -4.49
H -2.80 0.07 2.21
C -5.42 -2.98 1.84
O 1.55 -1.42 4.36
H 0.30 -0.42 -5.07
H 5.63 -2.68 -1.88
C -5.88 -3.52 0.65
H 1.79 0.09 2.94
C 1.20 -2.87 -0.56
N -2.45 0.22 0.21
C 1.26 0.91 4.85
C 4.52 3.03 -0.39
S -5.24 3.19 -4.26
O 1.81 2.74 0.47
As 3.44 3.05 -1.99
C -2.31 0.94 -3.41
Se 0.47 3.52 1.07
H 1.80 4.65 -2.94
C -3.48 1.79 -3.53
H 0.18 0.75 4.76
C -3.94 1.59 -1.08
C -4.27 1.35 1.27
H 2.87 -2.46 3.15
*
```

---

4.
C32H35BrCsF3N5OS3 | ωB97M-V with the def2-TZVPD basis set

For the relative energy (zero: lowest compared OMol25 entry of this formula, charge and spin), the calculation gives 0.0000 eV. The calculation puts the frontier orbital gap at 6.588 eV. Its maximum force is 0.01978 Eh/bohr.

The geometry in ORCA input format:
```
! wB97M-V def2-TZVPD RIJCOSX def2/J DEFGRID3
* xyz -1 1
N -2.70 -1.17 -0.94
H 1.93 -6.14 3.12
H -4.46 1.04 -0.79
C 4.44 -5.23 -3.28
H 1.36 -5.34 0.85
N -2.52 1.78 -0.62
H -3.46 1.58 2.66
H -3.91 -1.53 2.23
C -3.56 1.13 -1.40
C -3.07 -1.34 1.54
C 1.93 -4.71 1.52
C 3.03 -2.61 1.98
H -4.34 0.80 1.37
N -2.48 -0.03 1.72
N -0.58 1.98 3.40
H -3.91 -2.62 0.02
H -1.96 2.68 1.15
H 1.31 -5.19 -1.96
C 3.80 -0.59 -4.85
H 3.92 3.47 -2.47
C -3.18 -0.25 -1.95
F -0.59 -3.86 -2.59
C 3.15 -5.66 -3.00
H 5.06 -5.80 -3.96
C 2.95 -4.32 3.66
F 0.65 -2.62 -3.87
Cs 0.08 -0.06 -0.02
C -0.88 3.05 4.23
H 1.38 -0.56 -3.58
S 1.83 -2.80 -0.47
H 5.93 -3.72 -2.95
O 2.40 -1.42 -0.51
C 3.33 -3.05 3.26
H 4.71 -0.25 -5.35
H 2.75 -6.55 -3.46
C -1.35 5.10 6.07
F -1.50 -2.32 -3.83
C 0.19 1.10 4.00
Br 1.32 3.52 -1.04
C 3.24 0.49 -3.95
C -3.62 -1.56 0.12
C 4.14 -3.32 -1.85
C 2.86 -3.77 -1.56
H -2.10 4.17 2.88
H -3.65 3.02 0.72
H -2.39 -0.15 -2.70
C -2.86 2.24 0.72
C -0.33 3.00 5.53
C -0.42 -2.49 -2.95
C -0.56 4.02 6.45
C 2.34 -4.92 -2.14
H -2.07 2.52 -1.14
C 2.34 -3.44 1.12
H 3.28 -1.60 1.65
H -2.20 -1.94 -1.38
C 3.94 1.64 -3.62
H 4.93 1.80 -4.04
H 3.84 -2.39 3.95
H -2.29 -2.08 1.75
C 2.25 -5.15 2.79
S 0.79 -0.38 3.38
C 3.39 2.58 -2.76
H -4.55 -1.00 0.01
N 1.43 1.24 -2.58
H -2.52 6.00 4.52
C 1.97 0.33 -3.39
H 4.48 -2.39 -1.40
H -0.13 3.97 7.44
S 0.59 1.54 5.67
C 2.13 2.30 -2.28
H -4.08 -0.62 -2.48
H -3.86 1.74 -2.26
H -1.81 0.00 2.48
C -1.68 4.14 3.88
C -1.91 5.15 4.79
H 3.18 -4.66 4.67
H 3.08 -0.88 -5.61
H -1.54 5.89 6.78
C -3.34 1.13 1.67
C 4.93 -4.06 -2.71
H 4.03 -1.48 -4.27
*
```

---

5.
C32H35BrNO22 | ωB97M-V with the def2-TZVPD basis set

The calculation puts the frontier orbital gap at 6.967 eV. Its maximum force is 0.02670 Eh/bohr.

The geometry in ORCA input format:
```
! wB97M-V def2-TZVPD RIJCOSX def2/J DEFGRID3
* xyz -1 1
H 2.62 8.45 3.82
O -3.15 -3.92 -0.02
O 1.93 -1.64 -3.97
O -0.15 -5.38 -3.48
O 3.53 6.40 2.13
C -6.18 -6.26 -2.48
H 1.32 4.40 -2.45
H 2.90 -0.07 1.91
C -1.08 -1.62 -1.58
O -1.68 -5.62 2.15
C -6.07 -6.81 -0.30
C 3.82 7.54 1.46
H 5.09 0.53 3.94
H -0.49 -1.92 -3.65
H 3.12 5.35 -0.17
C -1.52 -2.60 1.10
H -1.54 -5.97 -2.12
C 3.77 6.62 3.52
H 5.14 0.75 2.18
H -0.41 -5.01 -0.17
C -5.88 -5.32 -0.45
C -0.21 -1.46 3.26
C -1.53 -3.25 2.31
C -2.85 4.03 -1.06
H -1.76 -3.49 -3.48
H 1.31 -3.65 -0.38
O 4.03 8.56 2.32
C -0.60 -1.12 -2.93
H -5.12 -7.33 -0.12
O 2.10 2.95 4.15
O 2.33 1.59 -0.03
H 3.00 4.94 -2.54
C -0.96 -0.70 -0.41
O -3.42 -4.45 2.92
C 4.50 0.81 3.06
H 4.29 8.56 4.39
C 2.76 0.32 -2.88
C 2.28 4.41 -1.94
O 2.68 3.04 -1.72
O -2.86 5.02 -2.09
H -3.74 4.11 -0.44
C -2.19 -3.19 -0.08
C 1.72 -0.68 -3.28
O 0.53 -0.27 -2.82
O -6.58 -7.19 -1.58
H 2.39 1.28 -3.19
H 3.70 0.11 -3.38
C -0.91 -5.10 -2.30
O 1.87 3.77 0.22
C 2.18 4.94 -0.53
H -6.78 -4.75 -0.20
C -1.59 5.42 -2.30
H 3.04 6.08 4.12
H 4.77 6.27 3.76
H -5.04 -4.94 0.12
C -0.88 -1.36 0.94
C -2.27 -4.59 2.47
C -1.84 -3.86 -2.46
H 0.29 0.13 1.94
H -2.83 3.04 -1.52
H -2.86 -4.23 -2.36
H -6.77 -7.07 0.49
H -1.73 5.09 0.48
N 1.08 -3.97 -1.31
O -5.63 -5.19 -1.87
H 0.29 -1.07 4.13
H -0.65 -5.11 -4.24
C 0.07 -5.04 -1.15
O -0.96 0.51 -0.52
C 2.30 2.70 -0.47
H 3.34 -1.01 3.34
C -1.58 4.35 -0.31
C 2.73 2.03 3.74
H -1.10 3.47 0.11
O -1.23 6.11 -3.20
O 2.29 0.75 3.67
C -0.23 -0.82 2.02
C 3.64 8.13 3.63
C -1.65 -2.81 -1.42
H 2.85 0.30 -1.80
Br -0.86 -3.59 5.04
C 3.24 0.00 2.93
C -0.86 -2.67 3.39
H 1.94 -4.36 -1.69
H 1.40 5.69 -0.42
H 0.59 -6.00 -1.16
O -0.76 4.93 -1.34
O 3.99 2.13 3.26
O 3.87 7.64 0.28
H -1.41 -0.48 -3.29
O -6.30 -6.37 -3.66
*
```

---

6.
C32H35Cl4GdN6O4 | ωB97M-V with the def2-TZVPD basis set

The calculation puts the frontier orbital gap (alpha / beta) at 6.264 / 6.311 eV. Its maximum force is 0.03416 Eh/bohr.

The geometry in ORCA input format:
```
! wB97M-V def2-TZVPD RIJCOSX def2/J DEFGRID3
* xyz 0 8
C 2.37 3.02 -3.59
C -1.49 5.86 0.12
H -3.37 6.94 0.22
H -4.12 0.43 -1.67
H -0.01 -1.49 2.83
H -2.33 7.41 -1.12
H 2.25 5.70 1.79
H -0.02 6.83 1.37
H -0.01 -3.88 3.49
C -4.58 -0.58 2.21
H -1.94 7.94 0.52
C 2.35 2.11 -4.66
H -2.69 -1.27 1.85
H 1.95 0.05 -5.22
C 2.50 1.46 3.35
C -0.33 5.91 0.88
C -1.13 3.49 -0.39
C 2.17 1.68 4.70
H -2.77 0.34 1.51
N -1.37 2.25 -0.91
H -4.01 2.43 -3.15
H 2.65 2.43 -5.66
C -1.90 4.67 -0.49
Cl 0.42 1.71 6.77
C -0.11 -2.27 2.09
N 1.56 1.31 -2.12
O -0.73 0.76 1.87
H -2.81 3.71 -2.88
C -0.29 -2.33 -1.58
H -0.45 -4.85 -0.69
C -0.29 -2.80 -0.14
H 0.71 2.77 0.49
Cl 4.12 1.66 2.80
N -0.19 -1.87 0.82
N -4.15 -2.99 1.91
C -2.46 1.85 -1.80
H -4.11 -3.89 2.36
C 0.06 3.61 0.38
H -2.83 4.71 -1.03
C 1.98 2.57 -2.35
H -2.60 0.76 -3.69
C 1.70 4.76 1.89
O 1.48 -1.85 -3.74
H -3.81 1.35 -0.17
N -3.10 -0.38 2.14
H -4.99 0.17 2.88
H 2.38 3.94 1.62
N 0.45 -1.19 -1.75
C -2.33 7.11 -0.07
H -1.15 1.78 -3.52
C 1.57 0.43 -3.16
H -1.26 0.24 -2.67
H -0.26 -5.62 1.70
O 1.89 0.81 1.14
C 0.46 4.76 1.03
C -3.38 2.92 -2.39
Cl -1.78 1.00 4.67
H -2.73 0.01 -0.67
H -5.98 -2.15 2.63
Cl 3.38 2.15 5.84
C -0.25 -4.56 1.45
H -2.66 -0.10 3.01
H -4.99 -0.42 1.21
C 1.96 0.80 -4.44
C -4.91 -2.00 2.69
C -0.35 -4.15 0.14
H -4.55 -3.12 0.99
C -0.11 -3.61 2.45
H -4.05 3.36 -1.65
C -0.11 1.17 4.15
C -3.34 0.85 -1.03
H -4.61 -2.10 3.73
H 1.44 4.64 2.94
C 0.86 1.51 5.11
C 1.14 -0.99 -2.94
O -0.93 -2.95 -2.40
H 1.98 3.25 -1.50
C 0.19 1.00 2.80
C 1.57 1.08 2.41
H 2.68 4.04 -3.71
Gd 0.22 0.61 -0.15
C -1.83 1.11 -2.99
*
```